Entry from the Open Molecules 2025 dataset: a molecular structure, C38H103Ag2F6N8O11P in a non-equilibrium geometry (wB97M-V/def2-TZVPD).

Geometry as XYZ:
```
169
Properties=species:S:1:pos:R:3
Ag -0.98 2.15 -1.55
Ag -0.18 0.19 1.21
C 1.91 -3.49 1.75
C 0.88 -2.56 2.30
O 0.22 -1.82 1.34
H 2.61 -3.91 2.51
H 2.49 -2.93 0.97
H 1.35 -4.25 1.23
H 1.43 -1.96 3.07
H 0.24 -3.19 2.96
C -0.82 -3.03 -4.87
C -0.31 -2.84 -3.42
O 0.25 -1.68 -3.27
H -1.07 -4.06 -4.96
H -0.06 -2.84 -5.66
H -1.65 -2.39 -4.99
H 0.26 -3.67 -3.15
H -1.09 -2.79 -2.60
C -0.96 4.53 1.09
C 0.01 3.25 1.06
O -0.79 2.24 0.61
H -1.30 4.72 0.07
H -0.47 5.44 1.48
H -1.82 4.24 1.71
H 0.45 3.10 1.98
H 0.81 3.40 0.39
P -3.93 -1.08 -1.56
F -4.67 -1.35 -0.17
F -2.87 -2.37 -1.26
F -4.92 -2.05 -2.32
F -3.11 -0.76 -2.88
F -4.83 0.23 -1.70
F -2.82 -0.23 -0.73
C -3.04 1.58 -5.55
C -2.51 2.38 -4.33
C -3.66 2.82 -3.41
O -3.21 3.62 -2.38
C -4.38 4.02 -1.58
N -1.51 1.66 -3.57
H -3.60 2.27 -6.23
H -3.66 0.73 -5.22
H -2.21 1.18 -6.23
H -1.99 3.33 -4.72
H -4.09 1.90 -3.02
H -4.44 3.31 -4.00
H -4.01 4.25 -0.59
H -4.96 3.08 -1.42
H -4.93 4.86 -1.97
H -0.71 1.60 -4.20
H -1.86 0.76 -3.39
C -1.14 -3.94 6.40
C -1.77 -2.52 6.34
C -1.08 -1.49 7.33
O -0.90 -2.02 8.58
C -0.58 -1.19 9.69
N -1.62 -1.95 5.00
H -1.60 -4.57 5.66
H -1.23 -4.44 7.38
H -0.06 -3.92 6.15
H -2.82 -2.51 6.53
H -1.72 -0.56 7.41
H -0.11 -1.30 6.85
H -1.53 -0.86 10.21
H -0.01 -0.28 9.29
H -0.02 -1.77 10.39
H -2.10 -2.59 4.29
H -0.61 -2.09 4.78
C -3.98 1.21 3.55
C -2.47 1.25 3.14
C -1.61 1.39 4.44
O -0.23 1.51 4.16
C 0.51 1.41 5.37
N -2.16 0.10 2.27
H -4.62 1.48 2.70
H -4.02 1.86 4.41
H -4.19 0.17 3.92
H -2.27 2.13 2.57
H -1.82 0.48 5.01
H -1.97 2.24 4.97
H -0.19 1.62 6.13
H 1.26 2.13 5.46
H 0.89 0.38 5.50
H -2.07 -0.76 2.82
H -2.77 -0.07 1.42
C 2.64 1.66 -6.90
C 2.11 2.02 -5.52
C 1.50 3.37 -5.40
O 0.94 3.61 -4.09
C 0.40 4.96 -4.12
N 1.33 0.95 -4.99
H 3.14 0.70 -6.89
H 3.37 2.47 -7.21
H 1.87 1.53 -7.68
H 3.01 2.09 -4.90
H 0.71 3.57 -6.15
H 2.23 4.16 -5.54
H 1.19 5.68 -4.16
H -0.33 5.04 -3.29
H -0.25 5.09 -4.97
H 1.46 0.71 -4.01
H 1.29 0.10 -5.56
C 3.30 -4.76 -6.96
C 2.91 -3.79 -5.88
C 3.61 -4.23 -4.59
O 3.17 -3.36 -3.51
C 3.79 -3.49 -2.27
N 3.16 -2.43 -6.28
H 2.87 -5.74 -6.84
H 4.40 -4.87 -6.97
H 2.94 -4.45 -7.94
H 1.82 -3.89 -5.67
H 4.69 -4.13 -4.66
H 3.42 -5.31 -4.41
H 2.99 -3.37 -1.51
H 4.55 -2.71 -2.08
H 4.29 -4.46 -2.15
H 2.84 -1.85 -5.52
H 4.17 -2.27 -6.44
C -2.22 -5.43 2.31
C -3.07 -4.44 1.54
C -4.59 -4.56 1.83
O -5.03 -5.76 1.31
C -6.43 -5.89 1.28
N -2.70 -2.98 1.80
H -1.17 -5.55 1.92
H -2.68 -6.36 2.19
H -2.26 -5.19 3.35
H -2.94 -4.62 0.42
H -5.15 -3.73 1.40
H -4.72 -4.65 2.94
H -6.79 -5.07 0.63
H -6.86 -5.92 2.25
H -6.66 -6.85 0.83
H -3.22 -2.43 1.16
H -1.72 -2.75 1.55
C 2.98 1.29 0.27
C 2.23 0.84 -0.94
C 3.20 0.04 -1.88
O 4.19 0.86 -2.43
C 5.22 0.12 -3.07
N 1.17 -0.11 -0.49
H 3.64 2.05 -0.03
H 3.57 0.48 0.75
H 2.31 1.69 1.05
H 1.93 1.69 -1.52
H 2.74 -0.49 -2.69
H 3.58 -0.76 -1.24
H 5.82 -0.51 -2.40
H 5.89 0.88 -3.55
H 4.82 -0.50 -3.86
H 1.64 -0.94 -0.14
H 0.64 -0.39 -1.33
C 3.80 3.61 3.29
C 4.48 4.94 3.57
C 3.35 5.96 3.87
O 2.45 6.07 2.77
C 1.47 7.15 2.88
N 5.32 4.90 4.73
H 3.31 3.62 2.27
H 3.01 3.41 4.01
H 4.58 2.76 3.36
H 5.02 5.33 2.66
H 3.78 6.93 4.15
H 2.92 5.62 4.81
H 2.03 8.07 3.02
H 0.69 6.96 3.62
H 0.95 7.17 1.96
H 6.17 4.37 4.47
H 4.88 4.33 5.48
```

## Properties
2S+1: 3
Kohn-Sham gap (spin up / spin down) (eV): 8.47 / 7.19
HOMO energy (spin up / spin down) (eV): -7.938 / -8.371
DFT total energy (Eh): -4009.68937
Lowest unoccupied orbital energy (spin up / spin down) (eV): 0.5 / -1.2



Entry from the Open Molecules 2025 dataset: 11 unconnected molecules or ions with the total composition C38H103N5O11 in a non-equilibrium geometry (wB97M-V/def2-TZVPD).

Geometry as XYZ:
```
157
Properties=species:S:1:pos:R:3
C -1.91 -0.39 -4.97
O -2.73 -0.61 -3.83
C -3.19 -1.98 -3.63
C -4.15 -1.99 -2.39
C -3.53 -1.36 -1.17
N -4.58 -3.33 -2.21
H -2.38 -0.47 -5.94
H -1.02 -1.01 -4.86
H -1.63 0.65 -4.81
H -3.63 -2.28 -4.56
H -2.28 -2.56 -3.53
H -5.01 -1.39 -2.69
H -2.56 -1.83 -1.05
H -4.13 -1.64 -0.28
H -3.34 -0.31 -1.19
H -5.54 -3.30 -1.88
H -4.01 -3.80 -1.51
C 1.61 2.60 -3.70
O 1.69 3.21 -2.44
C 1.76 4.69 -2.63
C 1.67 5.31 -1.23
C 0.37 5.03 -0.49
N 1.76 6.78 -1.38
H 2.55 2.79 -4.28
H 0.71 2.99 -4.22
H 1.34 1.57 -3.50
H 2.75 4.86 -3.13
H 0.98 5.07 -3.29
H 2.50 4.99 -0.61
H -0.45 5.38 -1.13
H 0.42 5.47 0.47
H 0.33 3.92 -0.35
H 2.61 6.99 -1.90
H 1.74 7.26 -0.48
C 5.65 2.86 -2.44
O 5.55 1.57 -1.85
C 4.21 0.89 -1.89
C 4.11 -0.29 -0.86
C 5.41 -0.92 -0.56
N 3.16 -1.29 -1.39
H 6.50 3.38 -2.04
H 4.75 3.38 -2.20
H 5.71 2.85 -3.57
H 3.52 1.72 -1.66
H 3.99 0.54 -2.90
H 3.75 0.19 0.03
H 5.31 -1.84 0.04
H 6.07 -0.16 -0.09
H 5.97 -1.17 -1.46
H 3.35 -2.14 -0.83
H 3.32 -1.46 -2.39
C -2.56 -5.77 -2.54
O -1.92 -4.88 -1.67
C -0.62 -5.32 -1.38
C 0.14 -4.21 -0.71
C 1.51 -4.83 -0.29
N -0.56 -3.71 0.46
H -3.58 -5.50 -2.68
H -2.49 -6.78 -2.23
H -2.15 -5.76 -3.53
H -0.75 -6.19 -0.69
H -0.14 -5.64 -2.32
H 0.37 -3.37 -1.38
H 1.28 -5.79 0.19
H 2.10 -4.12 0.31
H 1.98 -5.07 -1.25
H -1.53 -3.52 0.20
H -0.18 -2.90 0.86
C -4.81 -2.47 6.70
O -4.47 -2.44 5.31
C -3.23 -3.00 4.92
C -2.99 -2.88 3.41
C -2.91 -1.41 3.02
N -4.10 -3.50 2.67
H -4.79 -3.47 7.08
H -5.82 -2.14 6.77
H -4.14 -1.80 7.26
H -2.50 -2.45 5.51
H -3.15 -4.09 5.24
H -2.05 -3.41 3.17
H -2.07 -0.95 3.56
H -3.79 -0.74 3.12
H -2.69 -1.33 1.94
H -4.95 -3.07 2.95
H -4.25 -4.49 2.88
C -4.48 1.70 1.03
C -5.84 2.02 0.51
C -5.73 2.56 -0.90
O -6.74 0.91 0.51
H -4.59 1.44 2.09
H -3.83 2.60 1.02
H -3.95 0.98 0.37
H -6.28 2.77 1.12
H -5.24 3.52 -0.82
H -6.73 2.69 -1.32
H -5.18 1.81 -1.47
H -6.27 0.12 0.36
C 3.57 3.11 1.40
C 4.13 2.19 2.47
C 3.33 2.41 3.82
O 4.02 0.86 2.03
H 4.04 2.84 0.48
H 3.69 4.16 1.65
H 2.52 2.94 1.16
H 5.22 2.37 2.57
H 3.69 1.71 4.55
H 2.28 2.34 3.59
H 3.65 3.41 4.17
H 3.26 0.45 2.47
C -0.04 4.10 3.59
C -1.30 3.22 3.83
C -0.95 2.04 4.65
O -2.47 3.95 4.28
H -0.36 4.79 2.82
H 0.75 3.48 3.16
H 0.42 4.70 4.45
H -1.57 2.85 2.85
H -1.89 1.50 4.78
H -0.61 2.34 5.67
H -0.27 1.34 4.11
H -2.36 4.11 5.20
C 2.87 -1.90 4.62
C 1.83 -1.97 3.54
C 0.56 -2.64 4.12
O 1.66 -0.62 3.00
H 2.45 -1.39 5.53
H 3.71 -1.29 4.27
H 3.12 -2.89 5.03
H 2.14 -2.57 2.69
H -0.24 -2.78 3.39
H 0.11 -1.98 4.87
H 0.76 -3.57 4.61
H 1.40 -0.67 2.09
C 3.78 0.22 -6.71
C 3.17 -0.05 -5.37
C 1.67 -0.28 -5.50
O 3.68 -1.20 -4.68
H 3.84 1.32 -6.92
H 3.40 -0.38 -7.51
H 4.83 -0.07 -6.63
H 3.31 0.78 -4.67
H 1.19 0.52 -6.09
H 1.25 -0.20 -4.50
H 1.46 -1.22 -5.98
H 4.62 -0.99 -4.60
C -0.06 0.17 -1.81
C 0.24 0.40 -0.33
C -0.97 0.67 0.45
O 0.77 -0.80 0.19
H -0.58 1.04 -2.25
H -0.57 -0.80 -1.99
H 0.89 -0.04 -2.33
H 0.96 1.21 -0.23
H -1.54 1.42 -0.05
H -0.69 0.97 1.47
H -1.57 -0.26 0.46
H 1.53 -0.96 -0.37
```

## Properties
Kohn-Sham gap (eV): 9.38
SMILES: COC[C@H](C)N.COC[C@H](C)N.COC[C@H](C)N.COC[C@H](C)N.COC[C@H](C)N.CC(C)O.CC(C)O.CC(C)O.CC(C)O.CC(C)O.CC(C)O
HOMO energy (eV): -8.849
DFT total energy (Eh): -2610.86428
Lowest unoccupied orbital energy (eV): 0.5



> Which formula does entry 1 have?

C38H103Ag2F6N8O11P